a | An isolated molecule of C5H6N2. Source: the Open Molecules 2025 dataset; level of theory: ωB97M-V/def2-TZVPD.

Computed properties:
HOMO in hartree: -0.384
Gap between HOMO and LUMO in eV: 11.31
Charge: 0

Each line ends with the Mulliken charge.
CARTESIAN COORDINATES (ANGSTROEM)
C 1.538 0.884 -0.767  -0.665
C 0.929 -0.259 -1.053  -0.175
C -0.408 -0.651 -0.440  0.216
C -1.401 0.431 -0.601  0.137
N -2.194 1.273 -0.674  -0.439
N -0.188 -1.086 0.937  -0.414
C -0.671 -0.417 1.897  -0.284
H 1.087 1.613 -0.097  0.255
H 2.518 1.122 -1.168  0.272
H 1.395 -0.989 -1.706  0.310
H -0.810 -1.521 -0.969  0.267
H -0.468 -0.763 2.912  0.264
H -1.280 0.486 1.772  0.257


b | An isolated molecule of C5H6N2. Source: the Open Molecules 2025 dataset; level of theory: ωB97M-V/def2-TZVPD.

Computed properties:
HOMO in hartree: -0.323
Gap between HOMO and LUMO in eV: 9.71
Charge: 0

Each line ends with the Mulliken charge.
CARTESIAN COORDINATES (ANGSTROEM)
C 2.181 -0.207 -0.010  -0.436
C 1.401 0.915 0.012  -0.242
N 0.064 0.493 -0.120  0.290
C 0.184 -0.867 -0.132  0.153
N 1.382 -1.301 -0.099  -0.660
C -1.435 -0.980 0.046  -0.500
C -1.293 0.634 -0.082  -0.488
H 3.194 -0.343 0.230  0.426
H 1.604 1.969 -0.165  0.354
H -1.826 -1.115 1.014  0.266
H -1.873 -1.502 -0.749  0.308
H -1.544 1.147 0.888  0.286
H -2.039 1.156 -0.833  0.243


c | An isolated molecule of C5H6N2. Source: the Open Molecules 2025 dataset; level of theory: ωB97M-V/def2-TZVPD.

Computed properties:
HOMO in hartree: -0.358
Gap between HOMO and LUMO in eV: 10.15
Charge: 0

Each line ends with the Mulliken charge.
CARTESIAN COORDINATES (ANGSTROEM)
H 0.991 -1.177 2.149  0.351
N 0.383 -1.930 1.526  -0.653
C 0.111 -1.092 0.648  0.377
C -0.566 -1.455 -0.527  -0.050
C -1.401 -1.457 -1.469  -0.211
N 0.622 0.230 0.691  -0.409
C -0.364 1.448 0.438  -0.462
C 0.829 1.164 -0.462  -0.344
H -1.756 -1.577 -2.611  0.305
H -1.326 1.132 0.105  0.354
H 0.030 2.127 1.300  0.237
H 1.838 1.782 -0.323  0.198
H 0.610 0.804 -1.466  0.306


d | An isolated molecule of C5H6N2. Source: the Open Molecules 2025 dataset; level of theory: ωB97M-V/def2-TZVPD.

Computed properties:
HOMO (alpha / beta) in hartree: -0.297 / -0.297
Gap between HOMO and LUMO (alpha / beta) in eV: 6.75 / 6.75
Charge: 0

Each line ends with the Mulliken charge.
CARTESIAN COORDINATES (ANGSTROEM)
C 0.197 -0.414 -0.147  -0.160
C -0.983 -0.623 0.552  0.586
C -1.848 0.007 1.464  -0.499
C -1.687 -1.501 1.440  -0.624
C 1.462 1.261 -1.355  -0.598
N 0.764 1.622 0.812  -0.842
N 0.808 0.822 -0.122  0.624
H 0.417 -1.148 -0.929  0.270
H -2.721 -1.945 1.381  0.229
H -1.162 -2.188 1.978  0.301
H 1.023 2.305 -1.594  0.218
H 2.588 1.327 -1.365  0.252
H 1.141 0.475 -2.115  0.243


Name the most stable of them. a.


a | A cluster of 2 separate species, C5H11NO2 in total. Source: the Open Molecules 2025 dataset; level of theory: ωB97M-V/def2-TZVPD.

Computed properties:
HOMO in hartree: -0.367
Gap between HOMO and LUMO in eV: 10.53
Charge: 0

Each line ends with the Mulliken charge.
CARTESIAN COORDINATES (ANGSTROEM)
C -2.072 -1.294 -1.803  -0.883
C -2.412 0.024 -1.160  0.534
N -1.320 0.811 -0.815  -0.417
O -3.550 0.406 -1.015  -0.575
H -1.023 -1.394 -2.071  0.313
H -2.666 -1.428 -2.706  0.291
H -2.359 -2.102 -1.129  0.247
H -1.580 1.544 -0.167  0.266
H -0.525 0.287 -0.473  0.204
C 1.355 0.065 2.743  -0.747
C 2.129 -0.441 1.800  0.017
C 2.123 0.071 0.398  -0.271
O 3.447 0.464 0.036  -0.547
H 1.343 -0.331 3.752  0.261
H 0.686 0.899 2.562  0.218
H 2.790 -1.268 2.027  0.311
H 1.782 -0.707 -0.299  0.213
H 1.431 0.917 0.336  0.264
H 3.465 0.606 -0.920  0.301


b | An isolated molecule of C5H11NO2. Source: the Open Molecules 2025 dataset; level of theory: ωB97M-V/def2-TZVPD.

Computed properties:
HOMO in hartree: -0.362
Gap between HOMO and LUMO in eV: 10.61
Charge: 0

Each line ends with the Mulliken charge.
CARTESIAN COORDINATES (ANGSTROEM)
C -2.409 0.449 1.026  -0.892
C -1.108 0.641 0.735  -0.169
C -0.338 0.092 -0.468  0.332
N -0.988 -1.114 -1.026  -0.820
C 1.140 -0.256 -0.041  0.869
C 2.095 0.919 -0.170  -1.553
O 1.646 -1.337 -0.790  -0.606
O 1.097 -0.649 1.375  -0.563
H -2.883 1.012 1.825  0.272
H -3.056 -0.235 0.488  0.209
H -0.580 1.384 1.334  0.245
H -0.314 0.859 -1.250  0.352
H -1.983 -0.915 -1.131  0.237
H -0.635 -1.243 -1.977  0.247
H 3.093 0.642 0.187  0.393
H 2.194 1.221 -1.219  0.362
H 1.764 1.779 0.417  0.321
H 0.901 -1.971 -0.799  0.392
H 0.364 -1.280 1.485  0.373


c | An isolated molecule of C5H11NO2. Source: the Open Molecules 2025 dataset; level of theory: ωB97M-V/def2-TZVPD.

Computed properties:
HOMO in hartree: -0.352
Gap between HOMO and LUMO in eV: 10.49
Charge: 0

Each line ends with the Mulliken charge.
CARTESIAN COORDINATES (ANGSTROEM)
C 1.403 -0.295 -1.224  -1.339
C 0.824 -0.348 0.185  0.563
C 0.394 -1.759 0.564  -1.574
N -0.333 0.599 0.412  0.032
C -0.042 2.009 0.252  -0.962
O -1.323 0.230 -0.561  -0.281
C -2.401 -0.040 0.295  0.161
O -3.406 -0.490 -0.168  -0.468
H 2.221 -1.009 -1.301  0.440
H 0.639 -0.555 -1.953  0.298
H 1.796 0.691 -1.458  0.357
H 1.567 0.004 0.908  0.269
H 1.267 -2.406 0.611  0.459
H -0.089 -1.759 1.539  0.359
H -0.309 -2.155 -0.165  0.315
H 0.859 2.247 0.814  0.333
H -0.880 2.578 0.655  0.309
H 0.120 2.309 -0.788  0.345
H -2.308 0.150 1.384  0.382


d | An isolated molecule of C5H11NO2. Source: the Open Molecules 2025 dataset; level of theory: ωB97M-V/def2-TZVPD.

Computed properties:
HOMO in hartree: -0.331
Gap between HOMO and LUMO in eV: 9.81
Charge: 0

Each line ends with the Mulliken charge.
CARTESIAN COORDINATES (ANGSTROEM)
C -1.440 1.354 0.767  -1.554
C -0.241 0.487 0.761  0.999
O 0.152 0.041 2.025  -0.613
C 0.906 0.847 -0.119  -0.884
O 2.194 0.890 0.390  -0.583
C 0.239 -0.468 -0.416  1.049
C -0.410 -0.647 -1.816  -1.496
N 0.754 -1.777 0.099  -0.681
H -1.351 1.888 1.772  0.360
H -2.228 0.694 0.943  0.360
H -1.522 2.026 -0.072  0.340
H -0.079 -0.911 2.143  0.386
H 0.822 1.607 -0.855  0.352
H 2.065 0.661 1.339  0.377
H 0.098 -1.503 -2.388  0.368
H -0.437 0.224 -2.435  0.361
H -1.416 -1.107 -1.531  0.310
H 0.146 -2.458 -0.293  0.263
H 1.747 -1.848 -0.315  0.285


Name the most stable of them. a.


a | A cluster of 2 separate species, C5H11NO2 in total. Source: the Open Molecules 2025 dataset; level of theory: ωB97M-V/def2-TZVPD.

Computed properties:
HOMO in hartree: -0.366
Gap between HOMO and LUMO in eV: 10.83
Charge: 0

Each line ends with the Mulliken charge.
CARTESIAN COORDINATES (ANGSTROEM)
C -0.109 -0.273 -1.989  -1.197
C -0.129 0.979 -1.158  0.962
C -1.441 1.470 -0.614  -1.297
N 0.981 1.584 -0.887  -0.697
H -0.344 -1.130 -1.352  0.225
H -0.855 -0.200 -2.784  0.417
H 0.878 -0.420 -2.436  0.328
H -1.426 1.408 0.477  0.299
H -2.266 0.863 -0.995  0.313
H -1.593 2.510 -0.911  0.424
H 0.804 2.409 -0.299  0.245
C 1.701 -1.013 1.525  -0.585
O 0.499 -0.539 2.132  -0.297
C -0.614 -1.235 1.813  0.170
O -1.738 -0.931 2.177  -0.493
H 2.515 -0.337 1.801  0.227
H 1.607 -1.020 0.436  0.246
H 1.937 -2.017 1.891  0.333
H -0.405 -2.106 1.172  0.377


b | An isolated molecule of C5H11NO2. Source: the Open Molecules 2025 dataset; level of theory: ωB97M-V/def2-TZVPD.

Computed properties:
HOMO in hartree: -0.348
Gap between HOMO and LUMO in eV: 10.17
Charge: 0

Each line ends with the Mulliken charge.
CARTESIAN COORDINATES (ANGSTROEM)
C -1.253 -0.731 -2.054  -1.007
C 0.272 -0.563 -1.857  -0.542
C 0.731 0.702 -1.282  0.471
O 1.331 1.550 -1.937  -0.661
N 0.709 0.927 0.082  -0.161
C -0.142 0.277 1.080  -0.258
C 0.688 -0.046 2.330  -0.331
O 0.043 0.438 3.490  -0.541
H -1.390 -1.464 -2.851  0.338
H -1.710 -1.024 -1.121  0.294
H -1.838 0.157 -2.314  0.304
H 0.700 -1.499 -1.458  0.322
H 0.588 -0.582 -2.911  0.301
H 1.077 1.831 0.337  0.248
H -0.532 -0.666 0.694  0.225
H -0.960 0.974 1.364  0.211
H 1.606 0.550 2.289  0.253
H 0.963 -1.098 2.479  0.244
H -0.885 0.270 3.642  0.292


c | An isolated molecule of C5H11NO2. Source: the Open Molecules 2025 dataset; level of theory: ωB97M-V/def2-TZVPD.

Computed properties:
HOMO in hartree: -0.346
Gap between HOMO and LUMO in eV: 10.21
Charge: 0

Each line ends with the Mulliken charge.
CARTESIAN COORDINATES (ANGSTROEM)
C -3.010 0.951 0.610  -1.035
C -1.525 1.363 0.196  -0.470
N -0.536 0.243 0.447  -0.188
C 0.261 -0.339 -0.523  0.421
O 0.416 0.021 -1.655  -0.587
C 1.237 -1.529 -0.219  -0.529
C 2.593 -0.873 -0.057  -0.349
O 3.279 -0.546 -1.261  -0.538
H -3.569 0.462 -0.228  0.260
H -2.873 0.162 1.369  0.305
H -3.615 1.813 0.854  0.352
H -1.349 2.225 0.906  0.300
H -1.526 1.789 -0.803  0.333
H -0.419 0.110 1.471  0.291
H 1.151 -2.312 -1.037  0.274
H 0.944 -1.992 0.759  0.252
H 2.482 0.122 0.500  0.214
H 3.279 -1.220 0.710  0.374
H 2.781 -0.451 -2.039  0.317


d | A structure of composition C5H11NO2. Source: the Open Molecules 2025 dataset; level of theory: ωB97M-V/def2-TZVPD.

Computed properties:
HOMO in hartree: -0.308
Gap between HOMO and LUMO in eV: 9.02
Charge: 0

Each line ends with the Mulliken charge.
CARTESIAN COORDINATES (ANGSTROEM)
C 1.500 0.218 -0.750  1.250
C -1.569 -0.833 -0.526  -0.353
C -2.262 0.071 1.012  -0.415
C 1.972 1.306 0.183  -1.327
C 1.954 -1.182 -0.419  -1.271
N -0.787 -0.028 0.137  -0.286
O 0.852 0.465 -1.756  -0.577
O -3.279 0.854 0.475  -0.514
H -2.871 1.558 -0.044  0.363
H -2.304 -0.525 -1.277  0.225
H -1.222 -1.865 -0.653  0.264
H -2.709 -0.772 1.547  0.343
H -1.745 0.604 1.815  0.274
H 1.459 2.240 -0.038  0.331
H 1.437 -1.523 0.483  0.273
H 1.791 1.039 1.221  0.288
H 3.050 1.433 0.052  0.396
H 3.026 -1.195 -0.232  0.421
H 1.709 -1.864 -1.229  0.315


Name the most stable of them. b.


a | A structure of composition C5H11NO2. Source: the Open Molecules 2025 dataset; level of theory: ωB97M-V/def2-TZVPD.

Computed properties:
HOMO in hartree: -0.321
Gap between HOMO and LUMO in eV: 4.25
Charge: 0

Each line ends with the Mulliken charge.
CARTESIAN COORDINATES (ANGSTROEM)
O 0.017 2.524 -2.426  -0.895
C -1.758 1.066 -0.621  -0.563
O -2.320 -0.386 1.927  -0.705
C -0.545 0.721 -0.040  -0.030
C 1.735 -2.344 0.974  -0.194
C 2.265 -1.450 0.178  -0.589
C 0.492 -1.681 0.840  -0.463
N 0.628 1.113 -0.534  -0.119
H -1.749 1.615 -1.552  0.365
H -2.672 0.915 -0.067  0.319
H -0.082 -1.154 1.609  0.227
H 3.285 -1.173 -0.051  0.403
H 1.372 0.503 -0.192  0.158
H -0.687 0.655 1.036  0.550
H 0.008 -1.647 -0.146  0.391
H 2.067 -3.306 1.353  0.341
H -3.213 -0.602 2.239  0.208
H 0.606 3.002 -3.015  0.203
H 0.550 1.628 -1.512  0.393


b | A cluster of 2 separate species, C5H11NO2 in total. Source: the Open Molecules 2025 dataset; level of theory: ωB97M-V/def2-TZVPD.

Computed properties:
HOMO in hartree: -0.330
Gap between HOMO and LUMO in eV: 9.34
Charge: 0

Each line ends with the Mulliken charge.
CARTESIAN COORDINATES (ANGSTROEM)
C -0.301 -0.522 3.279  -0.986
C -0.325 -0.246 1.983  0.936
C -0.476 1.152 1.453  -1.113
C -0.216 -1.320 0.936  -1.062
H -0.197 -1.549 3.609  0.262
H -0.389 0.249 4.032  0.275
H 0.317 1.374 0.741  0.235
H -0.463 1.876 2.266  0.344
H -1.423 1.256 0.921  0.274
H 0.008 -2.283 1.388  0.356
H 0.585 -1.091 0.236  0.202
H -1.139 -1.400 0.365  0.268
N 1.401 0.557 -3.240  -0.497
C 0.155 0.597 -2.639  0.733
O -0.222 1.503 -1.953  -0.523
O -0.607 -0.507 -2.827  -0.448
H 1.877 1.439 -3.132  0.244
H 1.517 0.102 -4.132  0.198
H -0.100 -1.185 -3.287  0.302


Name the most stable of them. b.